Formula: C18H38Cl15N2
Source: the OMol25 dataset
Level of theory: ωB97M-V with the def2-TZVPD basis set

```
73
Properties=species:S:1:pos:R:3:forces:R:3
C 3.576140 0.647391 -1.072585 0.07 0.09 -0.02
C 2.786442 -0.214672 -0.091010 0.07 -0.23 -0.19
N 1.800933 -1.008694 -0.789016 -0.03 -0.24 -0.40
C 0.811840 -0.205774 -1.529650 0.12 0.03 -0.07
Cl -0.413621 -1.531439 -2.022685 -0.16 -0.21 -0.08
C 0.023318 0.688462 -0.589886 -0.15 0.22 0.09
N 0.273782 2.143501 -0.756415 0.02 0.04 -0.09
H 3.374813 0.289928 -2.075587 0.05 -0.04 -0.18
H 4.644384 0.586052 -0.872395 0.18 0.03 0.04
H 3.289603 1.694295 -1.041969 -0.12 0.15 -0.01
H 2.371650 0.407087 0.716059 -0.04 0.14 0.08
H 3.476175 -0.913989 0.382679 0.06 -0.13 0.17
H 1.347243 -1.690655 -0.179818 0.02 0.26 0.28
H -1.034294 0.521205 -0.754659 -0.27 0.10 -0.08
H 0.212140 0.413588 0.459127 -0.03 -0.13 0.21
H -0.580576 2.669138 -0.622342 0.03 -0.03 0.11
H 0.954500 2.474404 -0.082906 0.00 -0.06 -0.04
Cl 0.589838 4.464389 5.005325 0.04 0.01 -0.06
C 0.924929 5.126404 3.373371 0.00 0.12 0.05
C 0.803848 4.094017 2.290672 0.03 -0.13 -0.05
Cl 2.098188 2.867388 2.360349 0.03 0.04 0.09
H 1.920993 5.559957 3.396279 0.02 -0.01 0.06
H 0.190313 5.911409 3.202632 -0.03 -0.01 -0.01
H 0.877507 4.582917 1.323566 0.11 0.01 0.01
H -0.147645 3.577713 2.343615 0.06 -0.09 -0.03
Cl -2.444654 6.975274 2.266839 0.03 -0.01 -0.06
C -2.133814 7.644050 0.640815 0.00 0.10 0.05
C -2.254951 6.606403 -0.442407 -0.01 -0.05 -0.07
Cl -0.950116 5.397787 -0.381972 -0.12 0.07 -0.05
H -1.140791 8.084893 0.649051 0.03 -0.01 0.03
H -2.870780 8.427936 0.476689 -0.01 0.00 0.00
H -2.189933 7.093125 -1.413880 0.00 0.01 -0.01
H -3.200969 6.076027 -0.374443 -0.01 -0.03 0.01
Cl 0.479051 1.388714 -6.555495 0.01 -0.01 -0.02
C 0.363233 -0.393064 -6.390657 -0.01 -0.11 -0.04
C 0.936367 -0.907837 -5.099394 -0.15 0.07 0.10
Cl 2.706275 -0.727598 -5.042160 0.16 0.01 -0.06
H 0.872487 -0.824986 -7.247882 0.02 0.04 -0.06
H -0.695442 -0.639602 -6.442324 -0.01 0.01 0.04
H 0.718911 -1.969523 -5.007172 0.01 -0.02 -0.01
H 0.523804 -0.403942 -4.228433 0.16 0.10 0.16
Cl 2.281213 -3.127868 1.843954 -0.01 -0.23 0.06
C 3.047925 -2.283401 3.203619 -0.07 0.14 -0.03
C 3.430256 -3.219429 4.317538 0.06 -0.02 0.03
Cl 2.006175 -3.911950 5.151003 0.01 0.00 0.00
H 2.357753 -1.515998 3.544589 -0.02 0.01 0.01
H 3.941475 -1.800174 2.811580 0.02 0.00 -0.01
H 4.001468 -2.679694 5.070159 -0.02 0.01 0.02
H 4.020724 -4.051242 3.944481 -0.01 -0.03 0.00
Cl -2.175792 0.178477 2.342707 0.00 -0.02 0.06
C -3.686418 1.083307 2.578040 -0.01 -0.08 -0.03
C -3.533627 2.526936 2.179598 -0.02 0.10 -0.10
Cl -2.466957 3.419340 3.297909 -0.16 -0.03 0.12
H -3.987544 0.991259 3.618385 0.02 0.00 0.03
H -4.439410 0.617844 1.943859 -0.01 0.00 -0.01
H -4.501229 3.025764 2.199323 -0.01 -0.01 0.02
H -3.105496 2.610469 1.183422 0.04 0.00 0.00
Cl -1.883376 -3.217272 -5.273831 -0.26 0.02 -0.24
C -1.859150 -4.996613 -5.146805 0.02 0.13 -0.04
C -1.345731 -5.379928 -3.787552 -0.10 0.03 0.22
Cl 0.328477 -4.846653 -3.580772 0.30 -0.19 0.07
H -1.218363 -5.371158 -5.940380 0.02 -0.02 0.00
H -2.872948 -5.366401 -5.289887 -0.03 0.07 0.00
H -1.399510 -6.457857 -3.641001 0.08 -0.01 -0.04
H -1.926178 -4.883924 -3.012710 -0.03 -0.03 0.04
Cl -1.863293 -6.112702 0.440959 -0.03 -0.03 0.03
C -1.083994 -5.254157 1.800255 -0.01 0.09 -0.07
C -0.689218 -6.182299 2.913095 0.07 -0.01 0.05
Cl -2.101625 -6.872162 3.771210 0.02 0.00 -0.01
H -1.769024 -4.484545 2.143219 -0.05 0.00 -0.02
H -0.191825 -4.776655 1.406359 0.05 0.05 -0.07
H -0.106941 -5.628534 3.646879 0.00 0.01 0.02
H -0.098938 -7.014460 2.540865 -0.01 -0.04 0.00
```
Positions in Å, forces in eV/Å.

Computed properties:
- spin multiplicity = 1
- HOMO (hartree) = -0.07164
- charge = -1
- molecular weight (g/mol) = 814.311
- total energy (eV) = -210099.7331